(1)
{
  "formula": "C32H95N15O12",
  "method": "ωB97M-V/def2-TZVPD",
  "symbols": ["C", "O", "C", "C", "C", "N", "H", "H", "H", "H", "H", "H", "H", "H", "H", "H", "H", "C", "O", "C", "C", "C", "N", "H", "H", "H", "H", "H", "H", "H", "H", "H", "H", "H", "C", "O", "C", "C", "C", "N", "H", "H", "H", "H", "H", "H", "H", "H", "H", "H", "H", "C", "O", "C", "C", "C", "N", "H", "H", "H", "H", "H", "H", "H", "H", "H", "H", "H", "C", "O", "C", "C", "C", "N", "H", "H", "H", "H", "H", "H", "H", "H", "H", "H", "H", "C", "O", "C", "C", "C", "N", "H", "H", "H", "H", "H", "H", "H", "H", "H", "H", "H", "C", "O", "C", "C", "C", "N", "H", "H", "H", "H", "H", "H", "H", "H", "H", "H", "H", "N", "C", "N", "O", "H", "H", "H", "H", "N", "C", "N", "O", "H", "H", "H", "H", "N", "C", "N", "O", "H", "H", "H", "H", "N", "C", "N", "O", "H", "H", "H", "H", "O", "H", "H"],
  "positions_angstrom": [[-1.134, -8.645, -7.562], [-0.629, -8.992, -6.235], [-1.167, -8.371, -5.075], [-2.597, -8.859, -4.620], [-3.220, -8.161, -3.347], [-2.579, -10.264, -4.243], [-0.534, -7.858, -8.021], [-2.194, -8.393, -7.592], [-1.212, -9.589, -8.101], [-0.483, -8.663, -4.278], [-0.948, -7.311, -4.942], [-3.232, -8.636, -5.477], [-3.821, -8.743, -2.648], [-3.797, -7.322, -3.737], [-2.431, -7.653, -2.792], [-1.982, -10.327, -3.431], [-2.134, -10.914, -4.876], [3.329, 9.630, -3.590], [3.718, 8.345, -4.060], [2.886, 7.846, -5.074], [3.257, 8.535, -6.458], [2.392, 7.930, -7.635], [4.621, 8.228, -6.772], [2.487, 9.473, -2.916], [3.061, 10.360, -4.353], [4.095, 10.121, -2.990], [3.165, 6.793, -5.128], [1.820, 7.918, -4.859], [3.153, 9.616, -6.364], [1.347, 8.221, -7.527], [2.420, 6.845, -7.738], [2.522, 8.354, -8.631], [4.992, 8.117, -5.839], [5.090, 9.105, -6.946], [-9.633, 7.103, 4.774], [-9.393, 6.987, 3.365], [-8.898, 5.700, 3.022], [-10.129, 4.818, 2.599], [-9.729, 3.345, 2.127], [-10.826, 5.539, 1.512], [-8.815, 6.896, 5.465], [-10.535, 6.574, 5.080], [-10.016, 8.111, 4.932], [-8.176, 5.704, 2.205], [-8.348, 5.216, 3.828], [-10.775, 4.809, 3.477], [-9.019, 3.291, 1.302], [-10.562, 2.653, 2.003], [-8.993, 2.847, 2.757], [-10.414, 6.380, 1.891], [-10.363, 5.507, 0.615], [-1.663, -1.811, 0.830], [-0.225, -1.762, 0.769], [0.227, -0.736, -0.084], [1.771, -0.545, -0.009], [2.218, 0.810, -0.715], [2.607, -1.697, -0.517], [-2.130, -2.127, -0.102], [-2.116, -0.876, 1.161], [-1.979, -2.489, 1.623], [-0.113, -0.865, -1.111], [-0.267, 0.191, 0.207], [1.947, -0.339, 1.047], [1.942, 1.651, -0.080], [1.797, 1.000, -1.702], [3.305, 0.898, -0.707], [3.415, -1.643, 0.087], [2.127, -2.487, -0.110], [-5.234, 0.827, -3.922], [-5.052, 0.017, -5.038], [-5.922, -1.103, -5.040], [-5.676, -1.951, -6.336], [-6.794, -3.122, -6.424], [-4.344, -2.528, -6.320], [-5.113, 0.332, -2.959], [-6.174, 1.376, -3.861], [-4.545, 1.671, -3.928], [-5.698, -1.819, -4.249], [-6.999, -0.948, -5.090], [-5.745, -1.259, -7.175], [-7.746, -2.599, -6.509], [-6.777, -3.949, -5.714], [-6.509, -3.544, -7.388], [-4.180, -2.976, -7.210], [-3.683, -1.764, -6.328], [0.757, -5.885, 5.558], [1.743, -6.798, 5.172], [1.456, -7.573, 4.029], [2.678, -8.412, 3.493], [3.969, -7.585, 3.171], [2.278, -8.767, 2.140], [1.020, -5.378, 6.486], [-0.257, -6.283, 5.590], [0.526, -5.073, 4.868], [0.676, -8.241, 4.394], [0.974, -7.012, 3.229], [2.908, -9.316, 4.057], [4.331, -7.004, 4.019], [3.826, -6.856, 2.375], [4.849, -8.229, 3.155], [3.123, -9.260, 1.891], [2.160, -7.938, 1.575], [12.385, 3.943, 1.010], [12.279, 3.095, -0.171], [11.087, 3.232, -0.913], [11.278, 4.285, -2.054], [10.025, 4.441, -2.897], [12.197, 3.932, -3.002], [12.652, 4.935, 0.646], [13.280, 3.864, 1.628], [11.437, 4.134, 1.512], [10.876, 2.202, -1.203], [10.141, 3.459, -0.422], [11.635, 5.225, -1.635], [9.878, 5.357, -3.469], [9.226, 4.200, -2.196], [9.874, 3.657, -3.638], [12.535, 4.712, -3.547], [12.987, 3.537, -2.512], [-9.346, -2.251, 6.453], [-8.461, -3.076, 5.848], [-8.998, -3.913, 5.016], [-7.272, -3.013, 6.017], [-10.300, -2.365, 6.143], [-9.104, -1.568, 7.157], [-10.004, -3.972, 4.956], [-8.527, -4.695, 4.584], [2.310, 4.321, 6.509], [2.382, 4.768, 5.339], [3.559, 4.711, 4.839], [1.347, 5.080, 4.707], [1.388, 4.280, 6.919], [3.149, 3.953, 6.934], [3.792, 4.816, 3.862], [4.249, 4.551, 5.559], [6.905, -1.063, 6.086], [7.732, -1.544, 5.238], [8.749, -2.128, 5.795], [7.537, -1.513, 4.058], [7.110, -0.945, 7.068], [6.069, -0.689, 5.662], [8.772, -1.936, 6.786], [9.568, -2.325, 5.238], [-3.750, 0.432, 8.352], [-3.545, 1.652, 7.911], [-4.156, 1.751, 6.762], [-3.051, 2.600, 8.397], [-3.381, 0.312, 9.285], [-4.201, -0.345, 7.892], [-4.454, 0.929, 6.257], [-4.084, 2.656, 6.318], [5.271, -1.240, -5.042], [5.267, -1.439, -4.106], [4.381, -1.439, -5.333]],
  "homo_ha": -0.3188,
  "smiles": "COC[C@H](C)N.COC[C@H](C)N.COC[C@H](C)N.COC[C@H](C)N.COC[C@H](C)N.COC[C@H](C)N.COC[C@H](C)N.NC(N)=O.NC(N)=O.NC(N)=O.NC(N)=O.O",
  "gap_ev": 8.869,
  "lumo_ha": 0.007,
  "de_lowest_kj_mol": 924.8,
  "fmax_ev_per_a": 8.04
}



(2)
{
  "formula": "C33H16N9OPd",
  "method": "ωB97M-V/def2-TZVPD",
  "symbols": ["Pd", "C", "C", "C", "C", "C", "N", "C", "C", "C", "C", "C", "C", "C", "C", "N", "C", "N", "C", "N", "C", "N", "C", "N", "C", "N", "C", "C", "C", "C", "C", "C", "C", "C", "C", "C", "C", "C", "C", "C", "N", "H", "H", "H", "H", "H", "H", "H", "H", "H", "H", "H", "H", "H", "H", "H", "H", "O", "N", "C"],
  "positions_angstrom": [[-0.500, 0.304, -0.279], [-2.384, -4.611, -2.917], [-3.186, -4.824, -1.795], [-3.542, -3.771, -0.961], [-3.101, -2.503, -1.287], [-3.211, -1.208, -0.617], [-3.537, -1.070, 0.678], [-2.950, -0.214, 1.477], [-3.477, 0.247, 2.767], [-4.740, 0.172, 3.334], [-4.912, 0.665, 4.618], [-3.837, 1.206, 5.330], [-2.570, 1.264, 4.772], [-2.400, 0.787, 3.482], [-1.226, 0.653, 2.618], [0.035, 0.809, 3.010], [1.092, 0.804, 2.215], [1.165, 0.863, 0.849], [2.470, 0.990, 0.445], [3.016, 1.231, -0.731], [2.478, 0.997, -1.913], [1.458, 0.158, -2.122], [1.003, 0.355, -3.384], [-0.219, 0.031, -3.794], [-1.923, -0.859, -2.469], [-2.748, -0.258, -1.415], [-2.268, -2.294, -2.381], [-1.913, -3.341, -3.221], [1.939, 1.232, -4.126], [1.978, 1.721, -5.420], [2.999, 2.599, -5.757], [3.947, 2.998, -4.812], [3.888, 2.534, -3.506], [2.878, 1.645, -3.173], [3.308, 0.969, 1.658], [4.681, 1.036, 1.819], [5.181, 0.974, 3.113], [4.324, 0.851, 4.211], [2.948, 0.787, 4.042], [2.458, 0.846, 2.748], [-1.625, 0.137, 1.444], [-2.112, -5.449, -3.546], [-3.527, -5.826, -1.566], [-4.143, -3.927, -0.075], [-5.562, -0.262, 2.779], [-5.890, 0.627, 5.082], [-4.001, 1.579, 6.333], [-1.729, 1.669, 5.320], [-1.270, -3.162, -4.072], [1.228, 1.429, -6.144], [3.058, 2.990, -6.765], [4.727, 3.690, -5.103], [4.603, 2.855, -2.759], [5.330, 1.129, 0.958], [6.251, 1.018, 3.278], [4.744, 0.801, 5.208], [2.273, 0.688, 4.882], [-0.882, -0.042, -2.405], [0.061, -2.926, 0.086], [-0.134, -1.793, -0.042]],
  "spin_multiplicity": 5,
  "homo_ha": [-0.1261, -0.2078],
  "gap_ev": [4.997, 6.760],
  "lumo_ha": [0.058, 0.041],
  "charge": -1,
  "de_lowest_kj_mol": 291.2,
  "fmax_ev_per_a": 5.76
}